1.
Molecular formula: C5H6N2O
Method: DFT, ωB97M-V/def2-TZVPD

```
14
Properties=species:S:1:pos:R:3:lowdin_charge:R:1
C 0.0347 0.0559 -0.0332 -0.3609
C 0.4718 -0.0217 -1.3855 -0.0610
C 1.3834 0.2686 -2.3159 0.0967
C -0.7885 -1.1844 0.5090 -0.1682
C -1.7884 -0.9700 1.4899 -0.2292
H 1.9899 2.4078 0.6590 0.1052
H 2.0957 1.4529 -0.6787 0.0685
H 1.5115 0.2319 -3.5353 0.1063
H -0.2153 -2.2417 0.4723 0.1859
H -1.9774 -1.9202 2.1564 0.1421
H -2.0533 0.1732 1.8334 0.1688
N 1.2878 1.9783 -0.1059 -0.0526
N 0.4070 1.0020 0.7472 0.0883
O -2.3588 -1.2325 0.1872 -0.0899
```

Values from the calculation:
LUMO energy	-0.46	eV
SMILES string	C#C/C(=N\N)[C@H]1CO1
HOMO energy	-9.8403	eV
strongest force on any atom	0.1591	hartree/bohr
net charge	0

2.
Molecular formula: C20H28NO2
Method: DFT, ωB97M-V/def2-TZVPD

```
51
Properties=species:S:1:pos:R:3:lowdin_charge:R:1
C 5.5686 1.1339 -0.4233 -0.0573
H 6.6020 0.8284 -0.2821 0.0824
H 5.3918 1.2556 -1.4887 0.0766
H 5.4241 2.0962 0.0623 0.0854
C 4.6276 0.0864 0.1750 -0.3852
C 3.1933 0.5423 0.0963 -0.2135
C 2.5911 0.8225 -1.1267 -0.0203
C 1.2727 1.2199 -1.1947 -0.0076
C 0.5256 1.3533 -0.0298 -0.2537
C 1.1075 1.0961 1.1972 -0.0098
C 2.4328 0.6929 1.2457 -0.0130
H 2.8776 0.4953 2.2094 0.1221
H 0.5596 1.2069 2.1187 0.1143
O -0.8085 1.7193 -0.2169 -0.0959
C -1.6532 1.7371 0.9182 -0.1176
H -1.3602 2.5512 1.5909 0.1467
H -1.5674 0.7849 1.4605 0.1187
C -3.1369 1.9136 0.4982 -0.3021
O -3.9644 1.1424 1.3396 -0.0190
H -4.0311 1.5407 2.2138 0.1198
C -3.4370 1.4788 -0.9481 -0.0477
N -2.6613 0.2906 -1.3633 0.0899
H -1.6660 0.5792 -1.1880 0.1340
H -2.7999 0.1212 -2.3629 0.1810
C -2.9313 -0.9903 -0.6106 -0.2658
C -1.6248 -1.5109 -0.0599 -0.2087
C -1.5087 -1.8144 1.2908 -0.0348
C -0.3027 -2.2575 1.8061 -0.0548
C 0.7973 -2.3974 0.9770 -0.0641
C 0.6861 -2.1082 -0.3720 -0.0595
C -0.5185 -1.6665 -0.8891 -0.0391
H -0.5879 -1.4539 -1.9470 0.1222
H 1.5371 -2.2227 -1.0241 0.1109
H 1.7374 -2.7373 1.3811 0.1116
H -0.2229 -2.4902 2.8564 0.1132
H -2.3677 -1.7079 1.9375 0.1226
C -3.6075 -1.9870 -1.5401 -0.0094
H -3.8398 -2.8938 -0.9886 0.1034
H -4.5398 -1.5871 -1.9330 0.0909
H -2.9532 -2.2614 -2.3651 0.0907
H -3.6028 -0.7435 0.2157 0.1372
H -4.5063 1.2666 -1.0120 0.1504
H -3.1866 2.2986 -1.6226 0.1472
H -3.4145 2.9733 0.5665 0.1592
H 0.8127 1.4448 -2.1454 0.1215
H 3.1547 0.7289 -2.0414 0.1194
C 4.8018 -1.2634 -0.5255 -0.0573
H 4.1456 -2.0107 -0.0840 0.0696
H 5.8284 -1.6049 -0.4233 0.0830
H 4.5735 -1.1835 -1.5855 0.0782
H 4.8868 -0.0413 1.2310 0.1342
```

Values from the calculation:
LUMO energy	-2.43	eV
SMILES string	CC(C)c1ccc(OC[C@H](O)C[NH2+][C@@H](C)c2ccccc2)cc1
HOMO energy	-11.3980	eV
strongest force on any atom	0.0168	hartree/bohr
net charge	+1

3.
Molecular formula: C24H19N3O7RuS
Method: DFT, ωB97M-V/def2-TZVPD

```
55
Properties=species:S:1:pos:R:3:lowdin_charge:R:1
Ru -0.8861 0.3717 0.2534 1.5414
O -1.7015 3.8350 3.0677 0.1845
C -1.7693 3.0004 2.0583 -0.4725
O -0.8097 2.3861 1.6372 0.0197
C -3.1696 2.9613 1.4509 -0.0941
O -3.4480 1.7687 0.7610 -0.1299
C -3.9315 0.6962 1.5727 -0.0737
C -2.6913 -0.2218 1.7193 -0.6928
O -2.5123 -1.0078 0.7428 -0.0472
O -1.9295 -0.0411 2.6703 0.0571
H -0.8094 3.8951 3.4559 0.1630
H -3.2351 3.7666 0.7039 0.1451
H -3.8987 3.1598 2.2478 0.1503
H -4.7160 0.1809 1.0165 0.1397
H -4.2837 1.0522 2.5422 0.1394
O 0.6003 -1.9095 -2.9876 0.1189
C 0.2867 -1.0814 -2.1663 -0.6040
O 0.7072 -0.8722 -1.0056 -0.0247
C -0.7847 -0.0179 -2.6185 -0.1602
C -1.4461 -0.1757 -3.8404 0.0364
C -2.2034 0.8710 -4.3005 0.0493
C -2.2315 2.0873 -3.5838 -0.1308
C -2.8804 3.2540 -4.0397 -0.0053
C -2.8475 4.4037 -3.2961 -0.0515
C -2.1669 4.4482 -2.0685 -0.0536
C -1.5173 3.3387 -1.5956 -0.0274
C -1.5447 2.1448 -2.3381 -0.2024
N -0.8831 1.0594 -1.8777 0.0389
H -1.3259 -1.1092 -4.3678 0.1316
H -2.7626 0.7849 -5.2202 0.1315
H -3.3932 3.2316 -4.9900 0.1240
H -3.3174 5.3019 -3.6704 0.1153
H -2.1486 5.3762 -1.5148 0.1152
H -0.9412 3.3499 -0.6771 0.0994
S 3.9241 -3.1864 3.3304 1.0078
C 2.6302 -2.1612 2.6488 -0.4818
C 1.4819 -2.7223 2.1105 -0.0258
C 0.5196 -1.8715 1.5953 -0.1109
N 0.6749 -0.5554 1.6061 -0.0430
C 1.7667 -0.0115 2.1114 -0.0866
C 2.7772 -0.7826 2.6638 -0.0398
C 4.5069 -3.8670 1.7688 -0.5062
C 5.6635 -3.3156 1.2405 -0.0767
C 6.1460 -3.8508 0.0525 -0.1312
N 5.5393 -4.8396 -0.5599 0.0663
C 4.4426 -5.3681 -0.0653 -0.1266
C 3.8753 -4.9140 1.1197 -0.0718
H 1.3294 -3.7875 2.0949 0.1129
H -0.3990 -2.2616 1.1657 0.1168
H 1.8410 1.0690 2.0752 0.1238
H 3.6561 -0.3199 3.0792 0.1149
H 6.1725 -2.5067 1.7388 0.1018
H 7.0459 -3.4715 -0.4103 0.1120
H 4.0071 -6.1845 -0.6233 0.1126
H 2.9898 -5.3813 1.5175 0.1010
```

Values from the calculation:
LUMO energy (spin up / spin down)	-5.83 / -5.23	eV
HOMO energy (spin up / spin down)	-11.5895 / -11.5896	eV
strongest force on any atom	0.0728	hartree/bohr
<S²>	1.18
net charge	+1
spin multiplicity	2

4.
Molecular formula: C6H17N6
Method: DFT, ωB97M-V/def2-TZVPD

```
29
Properties=species:S:1:pos:R:3:lowdin_charge:R:1
C -1.8303 0.5315 0.1301 -0.2703
C -0.2262 2.0548 0.5844 -0.1184
C 0.8045 0.9923 1.0232 -0.3180
C -2.0065 -1.8787 -0.4304 -0.0519
C 2.3161 -0.5644 -0.0268 -0.0710
C 0.0127 -0.4200 -2.1644 0.0632
N -2.9686 0.9991 0.3125 0.1250
N -1.3090 -0.7146 -0.1620 -0.1776
N 1.1303 0.1593 -0.1647 -0.1261
N 0.2866 2.7234 -0.4296 0.1247
N 0.4152 0.1388 2.1937 0.0840
N 0.0181 -0.7358 -0.6679 -0.0190
H -0.8531 2.5022 1.2864 0.1111
H 1.6210 1.5995 1.4060 0.1555
H -2.3364 -2.1095 -1.5783 0.1530
H -1.2630 -2.6346 -0.1333 0.1015
H -2.8174 -1.9350 0.2670 0.1003
H 2.9616 0.1815 0.2919 0.0852
H 2.1511 -1.4768 0.6913 0.1403
H 2.7450 -0.9667 -0.9531 0.0994
H 1.0261 -0.6503 -2.4970 0.0976
H -0.5776 -1.1520 -2.7023 0.0920
H -0.2097 0.6249 -2.3980 0.1104
H -3.7835 0.5084 -0.0035 0.0422
H -0.0679 3.3673 -1.0226 0.0811
H 0.8462 2.1599 -1.0069 0.0733
H -0.5358 -0.2323 2.0341 0.0686
H 0.5109 0.5519 3.1011 0.0796
H 0.3031 -1.6956 -0.4562 0.1643
```

Values from the calculation:
LUMO energy	-2.79	eV
HOMO energy	-11.0976	eV
strongest force on any atom	0.0923	hartree/bohr
net charge	+1

5.
Molecular formula: C19H25N3O5S
Method: DFT, ωB97M-V/def2-TZVPD

```
53
Properties=species:S:1:pos:R:3:lowdin_charge:R:1
C -4.5300 -2.3175 -1.0852 -0.1005
C -5.3915 -2.3310 0.1716 -0.2655
C -4.8398 -1.4086 1.2593 -0.1786
C -4.9955 0.0842 0.9124 -0.1455
N -3.7221 0.7742 0.8856 -0.0921
C -3.1605 1.0633 -0.3011 -0.4263
O -3.7537 0.9697 -1.3656 0.0503
C -1.7351 1.5329 -0.2903 -0.0505
C -1.4159 2.6224 -1.0288 0.0070
N -0.1457 3.0702 -1.1729 0.0976
C 0.9080 2.4297 -0.5810 -0.1690
C 2.2135 2.9203 -0.7182 0.0089
C 3.2607 2.2630 -0.1148 -0.0526
C 3.0181 1.1181 0.6361 -0.2556
C 1.7449 0.6290 0.7907 0.0092
C 0.6667 1.2696 0.1753 -0.0436
C -0.6935 0.7114 0.3200 -0.3293
O -0.8960 -0.3525 0.8838 0.0690
H 1.5575 -0.2438 1.3971 0.1313
S 4.4067 0.2651 1.3964 0.6682
O 5.5002 1.1901 1.4497 -0.2814
O 3.9442 -0.3572 2.5983 -0.2692
N 4.8632 -0.9503 0.3678 -0.2353
C 5.5394 -0.5990 -0.8577 -0.1559
H 6.0022 0.3753 -0.7069 0.1166
C 4.5606 -0.5872 -2.0369 -0.1813
H 5.0945 -0.4695 -2.9814 0.1296
O 3.8702 -1.8128 -2.1308 -0.1229
C 3.1312 -2.0843 -0.9576 -0.1729
H 2.6525 -3.0506 -1.1218 0.1319
C 4.0457 -2.1375 0.2718 -0.1520
H 3.4724 -2.2138 1.1945 0.1183
H 4.7139 -3.0023 0.1889 0.1349
H 2.3559 -1.3153 -0.8226 0.1142
H 3.8402 0.2387 -1.9199 0.1160
H 6.3196 -1.3456 -1.0440 0.1354
H 4.2743 2.6229 -0.1916 0.1180
H 2.3865 3.8160 -1.2967 0.1170
H 0.0389 3.8910 -1.7319 0.1614
H -2.1867 3.1841 -1.5366 0.1470
C -3.0998 1.0291 2.1609 -0.0379
H -2.5616 0.1537 2.5313 0.0874
H -3.8753 1.2981 2.8795 0.0953
H -2.3968 1.8573 2.0798 0.0961
H -5.6449 0.5854 1.6364 0.1210
H -5.4338 0.1975 -0.0806 0.1160
H -5.3451 -1.6215 2.2032 0.1053
H -3.7796 -1.6302 1.3920 0.1107
H -5.4327 -3.3495 0.5656 0.1019
H -6.4130 -2.0316 -0.0750 0.1057
H -4.9575 -2.9663 -1.8463 0.0686
H -3.5263 -2.6697 -0.8560 0.0766
H -4.4494 -1.3145 -1.4960 0.0512
```

Values from the calculation:
LUMO energy	-0.23	eV
SMILES string	CCCCN(C)C(=O)c1c[nH]c2ccc(S(=O)(=O)N3CCOCC3)cc2c1=O
HOMO energy	-8.8334	eV
strongest force on any atom	0.0210	hartree/bohr
net charge	0

6.
Molecular formula: C32H37N4P2ReSSe
Method: DFT, ωB97M-V/def2-TZVPD

```
78
Properties=species:S:1:pos:R:3:lowdin_charge:R:1
Re -0.4899 0.3648 0.0178 0.8989
C 2.2039 -0.2730 1.7075 -0.1581
C 2.8089 -0.6328 0.3651 -0.0999
N 1.8951 -1.3312 -0.5582 0.0505
C 1.4136 -2.5280 -0.4746 -0.0491
C 1.5131 -3.4480 0.6571 0.0132
S -1.3087 -1.1811 1.4493 0.6216
C -0.4279 -0.8465 3.0229 -0.4895
C 0.2717 0.4936 2.9655 -0.2481
N 1.0132 0.6288 1.6663 -0.1949
H 1.9076 -1.1722 2.2365 0.0970
H 2.9890 0.1946 2.3055 0.1543
H 3.1421 0.2555 -0.1717 0.1291
H 3.6775 -1.2731 0.5291 0.1555
H 1.9332 -0.9549 -1.5162 0.0887
H 0.5051 -3.5797 1.0958 0.1096
H 0.8395 -2.8482 -1.3449 0.1258
H 2.2324 -3.1717 1.4215 0.0962
H 1.7552 -4.4373 0.2576 0.1267
H -1.1974 -0.8312 3.7948 0.0942
H 0.2376 -1.6741 3.2657 0.0710
H -0.4560 1.3031 3.0071 0.1209
H 0.9659 0.6124 3.8011 0.1424
H 1.3611 1.5838 1.6150 0.1262
C -1.1300 0.3045 -4.4897 -0.0957
N -0.8360 0.2401 -3.0462 -0.4573
P -1.7959 -0.4929 -1.8399 0.8548
C -3.5226 -0.0966 -2.0432 -0.3453
C -4.1884 -0.5980 -3.1686 -0.0770
C -5.5231 -0.2975 -3.3712 -0.0341
C -6.2059 0.4807 -2.4419 -0.0241
C -5.5585 0.9538 -1.3089 -0.0428
C -4.2166 0.6714 -1.1089 -0.0897
C -1.6765 -2.2799 -2.0735 -0.3694
C -0.8763 -2.8616 -3.0592 -0.1191
C -0.7624 -4.2437 -3.1451 -0.0508
C -1.4408 -5.0515 -2.2391 -0.0348
C -2.2544 -4.4783 -1.2695 -0.0371
C -2.3806 -3.0993 -1.1902 -0.1074
P 0.3528 1.1017 -2.2084 0.8764
C 0.1384 2.8849 -2.3333 -0.3705
C 0.7871 3.7155 -1.4169 -0.1419
C 0.6803 5.0918 -1.5286 -0.0504
C -0.0894 5.6467 -2.5452 -0.0327
C -0.7585 4.8251 -3.4406 -0.0329
C -0.6452 3.4446 -3.3409 -0.0547
C 1.9379 0.7158 -2.9828 -0.3620
C 2.1238 -0.4817 -3.6842 -0.1141
C 3.3672 -0.8020 -4.2146 -0.0353
C 4.4358 0.0696 -4.0468 -0.0228
C 4.2583 1.2637 -3.3575 -0.0298
C 3.0190 1.5891 -2.8274 -0.0715
H -2.0565 0.8504 -4.6670 0.0882
H -1.2320 -0.6953 -4.9092 0.0829
H -0.3144 0.8101 -5.0045 0.0978
H -3.6732 -1.2369 -3.8776 0.1134
H -6.0367 -0.6806 -4.2423 0.1250
H -7.2533 0.7036 -2.5950 0.1268
H -6.1044 1.5332 -0.5766 0.1208
H -3.7257 1.0172 -0.2099 0.0688
H -0.3612 -2.2406 -3.7772 0.0704
H -0.1658 -4.6941 -3.9277 0.1232
H -1.3592 -6.1281 -2.3097 0.1257
H -2.8115 -5.1085 -0.5888 0.1257
H -3.0463 -2.6655 -0.4527 0.0988
H 1.3809 3.2929 -0.6117 0.0959
H 1.1956 5.7334 -0.8262 0.1228
H -0.1692 6.7218 -2.6351 0.1267
H -1.3650 5.2565 -4.2255 0.1256
H -1.1719 2.8241 -4.0502 0.0916
H 1.2904 -1.1512 -3.8540 0.0806
H 3.4947 -1.7174 -4.7771 0.1244
H 5.4017 -0.1723 -4.4698 0.1285
H 5.0848 1.9533 -3.2487 0.1272
H 2.8939 2.5396 -2.3249 0.1013
Se -2.8740 4.3708 0.6905 1.0397
C -2.0194 2.9580 0.4319 -0.8280
N -1.4006 1.9207 0.2352 -0.2142
```

Values from the calculation:
LUMO energy (spin up / spin down)	-10.47 / -10.33	eV
HOMO energy (spin up / spin down)	-16.5191 / -16.7116	eV
strongest force on any atom	0.0117	hartree/bohr
<S²>	0.78
net charge	+3
spin multiplicity	2

Which value of strongest force on any atom does entry 3 give?
0.0728 hartree/bohr